Record 1
73
Properties=species:S:1:pos:R:3:forces:R:3 method="wB97M-V/def2-TZVPD" total_charge=+2 e_tot_ev=-68297.9699 gap_ev=2.41
Ba -4.4754 2.8859 2.5960 0.460 -0.197 -0.001
Ba 0.5924 3.3102 7.0978 -0.102 -0.087 -0.318
S -0.9670 -3.7828 8.9175 -2.333 -0.479 1.404
S 5.9951 3.9132 -6.5017 0.246 -0.330 -0.253
O -0.8992 1.6144 -0.9984 2.630 -3.670 1.870
O -0.9107 -2.3657 8.6840 0.300 -0.084 -0.271
O 7.2233 2.8193 -6.6822 -2.149 1.336 2.393
O -0.2323 0.2578 1.8166 0.729 -1.325 -4.392
O -2.1137 -3.9847 10.1490 2.147 -0.803 -0.912
O 5.8375 4.1724 -5.0813 0.293 -0.763 -1.722
O 6.1987 5.0309 -7.4002 -0.218 -1.047 0.641
O 0.2294 -4.5276 9.2329 -1.761 0.730 -0.209
N 4.7146 5.4208 3.5706 0.491 1.253 -0.695
N -4.2554 -0.5818 -9.2428 0.104 0.440 -1.331
N -6.6066 -2.5811 3.7130 -0.476 -1.511 -0.592
C -3.0052 -2.5599 -9.8046 -0.156 1.334 0.748
C 5.0377 6.7732 3.6285 0.022 -3.006 -0.406
C -0.0074 0.5378 -0.7910 -2.768 4.926 -3.906
C 6.3922 5.1543 1.8700 0.278 1.770 0.425
C -3.2108 -1.3715 -9.0522 -0.401 -0.967 -0.764
C -1.9220 -4.5930 7.5625 0.944 0.556 0.440
C -6.5008 -3.5943 2.7774 -0.844 -0.297 1.654
C 8.8216 3.6290 -8.2879 -1.866 -1.288 -0.334
C -7.4157 -5.2191 4.2774 0.225 1.443 0.622
C 4.5751 2.8871 -7.1018 1.370 0.435 0.611
C -7.6128 -4.1704 5.2697 1.258 -0.280 -2.293
C -4.9198 -1.9536 -11.1199 0.754 0.046 -0.023
C -5.0074 -0.7953 -10.3667 -0.001 -1.022 2.078
C -3.9071 -2.8814 -10.7942 0.132 0.362 0.115
C 6.0472 7.3448 2.8547 -0.420 0.011 0.343
C -6.8855 -4.9445 2.9981 -1.122 2.248 1.604
C -7.2090 -2.8526 4.9139 1.009 -1.992 -1.453
C -4.3370 -3.8135 11.1309 1.700 -0.400 -0.308
C 5.3631 4.6167 2.6849 0.407 2.606 -0.125
C 6.7399 6.5567 1.9505 -1.094 -2.331 0.641
C 7.6912 2.5487 -7.9819 1.334 1.944 -0.167
C -3.2203 -3.1227 10.2798 -1.670 1.176 0.644
C 0.0217 -0.3324 0.5661 -0.470 0.355 5.743
H 8.8438 3.6917 -9.3759 1.003 -0.230 -0.038
H 6.2852 8.3891 2.9934 -0.036 0.110 -0.125
H -5.5949 -2.0529 -11.9570 -0.014 -0.376 0.000
H -7.0185 -5.6320 2.1758 0.631 -0.227 0.087
H -5.8702 -0.1496 -10.4382 0.115 0.299 -0.431
H 3.7014 3.5213 -6.9516 -0.027 -0.374 0.004
H 0.9667 -0.8748 0.5374 0.340 0.342 -0.110
H -7.9694 -4.3973 6.2635 -0.170 -0.023 -0.075
H -3.7238 -3.8496 -11.2363 -0.538 0.075 -0.622
H -2.5348 -1.0961 -8.2563 0.053 -0.056 0.203
H -7.6256 -6.2554 4.4974 -0.384 0.029 0.288
H -0.0119 -0.0347 -1.7185 -0.526 -1.197 0.467
H -0.7682 -1.0608 0.3824 -0.713 0.183 -0.578
H -2.9609 -2.1999 10.7987 0.517 -0.069 0.202
H 7.0262 4.6201 1.1779 -0.444 -0.637 -0.021
H 4.6526 1.9878 -6.4908 -0.509 0.213 0.239
H -1.1336 -5.2472 7.1903 -0.486 -0.073 -0.635
H -2.8271 -5.1286 7.8492 0.470 -0.102 0.612
H -2.1517 -3.1846 -9.5860 -0.047 -0.136 0.033
H -2.2551 -3.7957 6.8981 0.514 -0.108 -0.196
H 4.9427 3.6274 2.5804 0.442 -0.247 0.064
H 1.0166 0.9101 -0.8204 0.486 0.549 1.174
H -6.1283 -3.3920 1.7841 0.229 0.681 0.073
H -3.7800 -4.3125 11.9240 -0.120 -0.145 0.160
H 4.4218 7.2885 4.3507 0.254 0.430 -0.034
H 9.7188 3.3425 -7.7391 0.130 0.258 -0.521
H 8.4471 4.6125 -8.0040 0.101 -0.216 0.374
H 6.8514 2.6810 -8.6640 0.260 -0.487 -0.413
H 4.7066 2.5619 -8.1339 0.049 0.506 -0.013
H 7.5302 6.9507 1.3288 0.005 -0.001 0.010
H -5.0111 -3.1268 11.6428 -0.051 0.116 -0.526
H -3.6152 -2.7432 9.3374 0.063 -0.479 -0.464
H -7.2161 -2.0275 5.6108 -0.317 0.024 0.079
H 8.0635 1.5322 -7.8545 -0.021 0.037 -0.794
H -4.8377 -4.6014 10.5683 -0.240 0.237 0.027

---

Record 2
82
Properties=species:S:1:pos:R:3:forces:R:3 method="wB97M-V/def2-TZVPD" smiles="O=C1OC[C@@H](F)O1.C[C@H]1COC(=O)O1.C[C@H]1COC(=O)O1.C[C@H]1COC(=O)O1.C[C@H]1COC(=O)O1.ClCCl.ClCCl.ClCCl.ClCCl" e_tot_ev=-158026.8109 relative_energy_kcal_mol=0.00 gap_ev=10.45
Cl -2.4068 4.7041 -1.1273 0.272 -0.003 -0.368
Cl 3.3158 2.0650 0.4158 0.119 0.076 -0.024
Cl -3.6038 -0.6697 -3.6043 0.111 -0.119 -0.245
Cl 3.9757 -2.8492 -2.4564 -0.366 -0.139 0.255
Cl 2.0161 -4.7615 -3.4826 -0.118 -0.389 -0.033
Cl 5.6616 0.2680 0.6232 0.103 0.138 -0.008
Cl -1.4862 2.7496 -3.1134 -0.117 0.268 -0.208
Cl -0.7946 -0.2924 -4.4264 -0.211 -0.189 -0.097
F 0.5466 -5.4128 -0.3186 0.233 -0.305 0.008
O -0.4408 -3.3483 -0.5184 0.217 3.554 -4.545
O 4.7045 4.5404 -5.5581 -0.146 0.393 0.052
O -0.3484 -7.4625 3.0594 -0.362 -0.186 0.323
O 2.8683 3.4981 -6.3083 0.165 0.007 -0.099
O 3.2493 3.6256 -4.1259 -0.367 -0.025 0.858
O 0.7686 -1.4916 -0.9275 0.077 -0.462 0.124
O -1.3396 -0.9597 4.9688 -0.067 -0.388 -0.089
O -3.1922 -1.8074 5.8457 -0.658 0.308 0.489
O -0.5205 4.0198 1.7482 0.219 0.169 0.265
O -0.7482 -5.9810 1.4033 -0.750 -0.213 0.350
O 1.1708 -5.9078 2.4682 0.598 -0.052 0.194
O 0.4556 2.2446 2.7161 0.475 -0.347 -0.366
O -1.4194 -1.3432 -0.6704 -0.193 -0.671 0.169
O -1.5571 -1.0713 7.1952 0.221 -0.267 0.386
O -0.6398 3.6671 3.9720 0.125 1.494 0.128
C -3.5219 -1.6622 4.4750 1.002 -0.753 -0.578
C -2.2586 -1.0150 3.8768 -0.182 0.324 -0.761
C -1.9125 4.4597 -2.8230 -0.234 -0.081 0.686
C 1.0343 -4.6094 1.8621 -1.297 -0.459 0.668
C 2.0418 2.8942 -4.2028 -0.317 -1.309 -0.939
C 3.6777 3.9854 -5.3480 0.866 -0.724 -0.400
C -2.5099 -0.1062 -4.8629 -0.041 0.680 -0.460
C -0.0523 -4.9140 0.8104 0.465 -2.037 2.472
C -0.2300 3.4205 2.7363 -0.411 -1.069 -0.669
C 0.0185 2.8436 4.9192 -0.598 -1.594 -0.085
C 0.4898 -0.0937 -1.0647 0.199 0.177 0.821
C -1.0330 -0.0196 -0.9933 0.248 1.658 -0.276
C 1.3720 1.5651 -6.3748 0.478 -0.506 0.317
C 1.7230 2.8930 -5.7309 -1.185 1.026 1.037
C -1.7115 -1.7479 2.6623 -0.590 -0.246 0.250
C -1.9888 -1.2843 6.1152 0.069 0.526 -0.133
C 4.1474 0.6203 -0.1982 -0.393 -0.171 0.189
C 0.5100 1.6674 4.0117 -0.373 0.718 1.393
C -0.3649 -2.1820 -0.6914 -0.415 2.749 -0.650
C -1.0680 2.3777 5.8903 1.031 -0.366 0.242
C -1.5309 1.0138 0.0071 -0.492 -0.577 0.433
C 2.2765 -3.4392 -2.3904 0.012 1.164 0.039
C -0.0406 -6.5313 2.4027 1.362 -0.114 -0.758
H -2.5146 -1.8927 1.9341 -0.043 0.401 -0.045
H -1.7805 1.7658 5.3393 -0.115 0.132 -0.060
H -1.5963 3.1723 6.4101 0.168 0.168 -0.081
H 0.3898 1.5496 -6.8387 0.141 0.171 -0.297
H 1.9432 -4.1378 1.5060 0.264 -0.622 -0.212
H -1.2664 0.7455 1.0325 0.313 0.034 -0.068
H -1.4222 0.2624 -1.9699 -0.200 -0.442 0.050
H 0.9537 0.2954 -1.9690 -0.203 -0.177 -0.194
H -1.0301 5.0495 -3.0377 -0.041 0.075 0.066
H 2.1701 1.2642 -7.0543 -0.227 0.339 -0.416
H -0.9219 -1.1711 2.1877 0.244 -0.274 0.042
H -2.7653 4.7445 -3.4255 0.119 -0.171 -0.239
H -2.6220 1.0615 0.0008 0.000 0.036 -0.230
H 1.3688 0.7325 -5.6695 -0.058 0.272 0.327
H 1.5080 1.3453 4.3042 0.139 0.120 -0.459
H 1.6618 -2.5906 -2.6803 0.181 -0.235 -0.393
H -2.7018 0.9497 -5.0353 0.145 0.063 0.389
H -2.4316 0.0297 3.5967 -0.211 -0.042 -0.016
H -3.6263 -2.6789 4.0882 -0.275 0.136 -0.151
H 1.9738 -3.6360 -1.3666 0.443 -0.636 -0.093
H 1.2530 3.2763 -3.5593 0.126 0.648 -0.206
H -0.5964 1.7153 6.6222 -0.177 0.058 0.122
H 4.3208 0.7476 -1.2599 0.084 -0.005 0.026
H 2.1024 1.8391 -3.9074 0.909 0.121 0.280
H -1.4415 -2.7760 2.9109 0.483 0.155 0.179
H -2.6684 -0.5689 -5.8325 -0.078 -0.620 0.340
H 0.9409 0.4246 -0.2158 0.046 -0.020 0.003
H -0.1668 0.8275 4.1719 0.004 -0.044 -0.671
H -0.7509 -4.1422 0.4968 -0.197 -2.050 2.474
H -4.4215 -1.0829 4.2807 -0.044 0.013 0.428
H 0.6711 -4.0388 2.7219 -0.263 0.719 -0.540
H 0.9089 3.3058 5.3494 -0.442 0.535 0.187
H -1.1524 2.0128 -0.2004 0.136 -0.068 -0.092
H 3.4777 -0.2061 0.0124 0.063 -0.100 -0.231
H 0.9295 3.6452 -5.8110 -0.221 -0.358 -0.577

---

Record 3
75
Properties=species:S:1:pos:R:3:forces:R:3 method="wB97M-V/def2-TZVPD" smiles="CCCCCCCN(S)[C@](F)([C@@](COC(C)=O)(O[C@](CCOC=O)(Cc1ccccc1)ON=O)[PH2]=S)S(=O)(=O)F" e_tot_ev=-93040.0134 relative_energy_kcal_mol=337.52 gap_ev=7.77
S -2.1393 2.9108 -2.6192 -2.964 -0.519 -8.571
S -0.5883 3.4131 2.5133 -0.140 -0.667 -0.547
S 0.1721 0.8218 -3.0700 0.232 -0.633 -1.468
P -0.3313 1.8012 1.3978 1.662 2.330 1.816
F -0.5301 3.8216 -0.7140 -1.215 -2.386 -1.151
F -3.2830 4.0942 -2.1656 2.252 -1.949 0.202
O -2.9662 1.7154 -3.0457 2.338 3.320 2.937
O -5.0786 3.5003 2.3070 1.936 -4.185 -2.054
O -4.5250 -5.0237 1.1984 1.669 4.052 -3.513
O -2.1135 -1.8795 -0.8718 1.248 1.944 1.101
O -3.0676 -1.8714 -2.6826 -1.293 1.360 1.437
O -1.9061 0.3877 -0.5771 1.148 -0.300 0.712
O -4.0180 -2.7682 1.2218 1.391 -2.053 -2.119
O -3.4152 1.9529 1.6814 -1.598 0.611 -1.043
O -1.4716 3.5076 -3.8459 -1.195 -1.037 5.001
N 0.3398 1.8746 -1.6971 -1.984 0.599 0.517
N -3.1235 -1.3023 -1.6254 0.392 -2.179 -2.962
C -1.9919 -1.1979 1.4669 -0.219 -0.698 0.727
C -2.8961 2.4034 0.4021 -0.639 0.587 -0.853
C 0.1228 -1.1803 -0.2344 -0.196 -0.840 -0.515
C 1.5145 -5.1532 1.9735 -0.975 3.164 -1.587
C 0.9367 -5.1903 0.5345 0.101 3.729 1.717
C 1.5068 2.8011 -1.8000 2.157 0.702 -1.797
C 4.9088 0.6136 -1.6545 -0.681 -1.532 0.419
C 4.8628 0.4316 1.0491 -0.642 0.735 -0.364
C 1.2358 -2.4427 2.0129 -0.732 -2.831 -1.785
C 5.2550 -0.2728 -0.3438 0.436 -0.107 0.428
C -0.9128 2.5307 -1.2674 2.454 0.691 3.369
C -4.1286 -4.0353 0.5211 -1.837 -2.626 3.828
C -4.7770 2.4197 1.7455 -2.459 3.126 1.673
C -2.6046 -2.7030 1.5819 1.111 0.919 1.994
C 3.3152 0.7940 -1.7076 -0.684 -0.227 -1.396
C -1.5259 1.6252 -0.0345 -2.580 1.924 -0.785
C 0.6106 -2.4512 0.5977 1.164 -3.479 1.188
C 4.8859 2.0508 0.9568 -0.068 -0.430 0.537
C -1.4613 -0.8360 -0.0169 0.203 -2.367 1.370
C -5.9928 1.5687 1.1134 0.693 -1.111 0.180
C 0.4804 -3.8512 -0.1089 1.387 0.130 2.788
C 1.6621 -3.7770 2.7048 -1.265 -0.065 -3.083
C 2.8107 2.1096 -2.4971 0.565 0.498 1.024
H 1.3389 -1.4349 2.5466 -0.020 -1.743 -0.718
H 2.7891 0.7805 -0.6938 1.030 0.041 -1.128
H -0.8873 -0.0651 -2.8911 0.753 1.109 0.853
H -2.8116 -0.5063 1.8577 1.085 -0.652 -0.863
H -2.5657 -2.9332 2.7186 -0.036 0.270 -1.811
H 5.4689 1.6056 -1.7007 -0.741 -1.404 0.158
H 2.9018 -0.1146 -2.2929 0.555 1.328 1.133
H 0.8024 -0.2710 -0.1342 -0.965 -1.141 0.199
H 3.6516 2.8974 -2.3608 -1.473 -1.055 -0.268
H -1.9465 -3.4949 1.0899 -0.993 1.193 0.347
H -2.7616 3.5460 0.4152 0.199 -1.737 0.206
H 1.8293 -6.1249 2.4891 -0.493 1.720 -0.826
H 5.1881 -0.0611 -2.5537 -0.225 1.440 1.303
H 3.7857 0.1553 1.3578 1.652 0.202 -0.415
H -5.6910 0.4533 1.0984 -0.432 1.764 -0.330
H 3.9906 2.4708 0.3586 1.545 -0.766 0.771
H 2.6948 1.9731 -3.6232 0.009 -0.004 1.589
H 4.7246 -1.3021 -0.3939 0.727 1.718 -0.114
H -6.2692 1.9369 0.0544 0.660 -0.578 1.729
H 1.2549 3.6969 -2.4904 0.279 -1.278 1.397
H -3.8460 -4.0899 -0.5847 -0.282 0.389 1.454
H 5.8703 2.4062 0.4982 -1.412 -0.344 0.665
H -3.7342 2.2065 -0.3770 1.708 -0.034 0.818
H -6.9378 1.6219 1.7723 1.775 0.371 -0.921
H 2.0907 -3.7211 3.7730 -0.773 -0.193 -2.007
H 4.7788 2.4727 2.0178 0.290 -0.512 -1.538
H 0.0461 -3.8689 -1.1616 0.649 0.015 1.594
H 5.5686 0.0703 1.8734 -1.031 0.554 -1.142
H 6.3806 -0.5284 -0.2777 -1.688 0.559 -0.392
H 1.0007 1.9642 0.8393 -1.024 -0.913 -0.024
H -1.1528 -1.1886 2.2649 -1.234 0.096 -1.552
H 1.8976 3.1602 -0.7717 -1.210 -0.636 -1.557
H 0.1927 -1.4936 -1.3474 -0.054 0.631 1.872
H 0.8243 -6.1480 -0.0878 0.242 1.607 1.293
H -0.2391 0.7157 2.3171 -0.244 -0.215 -1.149